[1]
Here is an isolated molecule of C5H7BrN2 in a non-equilibrium geometry from OMol25. Energies are from ωB97M-V with the def2-TZVPD basis set.

Calculated values
E_tot: -78319.78096 eV
SMILES: CCn1cncc1Br
energy relative to the best compared isomer or geometry (same formula, charge and spin): 10.33 kcal per mole
lowest unoccupied orbital energy: 0.66 eV
E_HOMO: -8.68 eV

Last columns: bonded neighbours and bond lengths (Å).
Element x y z (Å)
1 C -0.041 -0.194 -2.056  C2 1.572, H9 1.126, H10 1.197, H11 1.169
2 C -0.951 -0.125 -0.776  C1 1.572, N3 1.402, H12 1.174, H13 1.055
3 N -0.285 0.211 0.412  C2 1.402, C4 1.349, C7 1.397
4 C 0.275 1.361 0.838  N3 1.349, N5 1.269, H14 1.030
5 N 0.910 1.323 1.936  C4 1.269, C6 1.355
6 C 0.927 0.003 2.239  N5 1.355, C7 1.379, H15 1.035
7 C 0.283 -0.735 1.268  N3 1.397, C6 1.379, Br8 1.867
8 Br -0.062 -2.548 0.979  C7 1.867
9 H 0.655 0.686 -1.967  C1 1.126
10 H -0.646 -0.474 -3.051  C1 1.197
11 H 0.842 -0.959 -1.997  C1 1.169
12 H -1.498 -1.129 -0.508  C2 1.174
13 H -1.661 0.651 -0.862  C2 1.055
14 H 0.059 2.247 0.358  C4 1.030
15 H 1.193 -0.318 3.186  C6 1.035


[2]
Here is a 2-piece molecular cluster, C5H7Cl2N3O3 overall in a non-equilibrium geometry from OMol25. Energies are from ωB97M-V with the def2-TZVPD basis set.

Calculated values
E_tot: -40953.85532 eV
energy relative to the best compared isomer or geometry (same formula, charge and spin): 13.81 kcal per mole
lowest unoccupied orbital energy: 0.39 eV
E_HOMO: -8.85 eV

Last columns: bonded neighbours and bond lengths (Å).
Element x y z (Å)
1 C 0.614 1.701 -1.122  C4 1.517, O9 1.198, H14 1.102
2 C -3.010 -0.418 -2.020  O10 1.165, H15 1.082
3 C 0.401 -0.557 1.433  N6 1.361, N7 1.385, O11 1.211
4 C -0.810 1.214 -0.930  C1 1.517, C5 1.505, Cl12 1.784, H16 1.097
5 C -0.943 -0.192 -1.451  C4 1.505, N8 1.387, Cl13 1.812
6 N 1.599 -0.590 2.078  C3 1.361, H17 1.005, H18 1.005
7 N 0.402 -1.256 0.238  C3 1.385, N8 1.403, H19 1.017
8 N -0.771 -1.215 -0.530  C5 1.387, N7 1.403, H20 1.016
9 O 1.534 1.332 -0.450  C1 1.198
10 O -3.234 -0.705 -3.127  C2 1.165
11 O -0.598 -0.053 1.895  C3 1.211
12 Cl -1.942 2.270 -1.816  C4 1.784
13 Cl -0.082 -0.401 -3.031  C5 1.812
14 H 0.746 2.398 -1.965  C1 1.102
15 H -3.614 -0.235 -1.141  C2 1.082
16 H -1.088 1.220 0.131  C4 1.097
17 H 2.448 -0.768 1.570  N6 1.005
18 H 1.669 -0.023 2.904  N6 1.005
19 H 1.282 -1.326 -0.266  N7 1.017
20 H -0.986 -2.135 -0.903  N8 1.016


[3]
Here is an isolated ion of composition C5H7ClIN2 and charge +1 in a non-equilibrium geometry from OMol25. Energies are from ωB97M-V with the def2-TZVPD basis set.

Calculated values
E_tot: -28893.69866 eV
SMILES: CC1=NC=[NH+][C@H](Cl)[C@H]1I
energy relative to the best compared isomer or geometry (same formula, charge and spin): 0.00 kcal per mole
charge: +1
lowest unoccupied orbital energy: -5.92 eV
E_HOMO: -13.94 eV

Last columns: bonded neighbours and bond lengths (Å).
Element x y z (Å)
1 C 0.486 1.916 -1.146  C2 1.428, H10 1.049, H11 1.069, H12 1.077
2 C 0.114 0.875 -0.243  C1 1.428, N3 1.270, C8 1.501
3 N 0.400 0.863 0.995  C2 1.270, C4 1.306
4 C 0.231 -0.122 1.836  N3 1.306, N5 1.299, H13 1.035
5 N 0.138 -1.345 1.411  C4 1.299, C6 1.428, H14 0.988
6 C -0.220 -1.601 0.052  N5 1.428, Cl7 1.907, C8 1.612, H15 1.151
7 Cl 1.322 -2.167 -0.917  C6 1.907
8 C -0.746 -0.271 -0.691  C2 1.501, C6 1.612, I9 2.227, H16 1.032
9 I -2.877 0.012 -0.111  C8 2.227
10 H 0.178 2.889 -0.904  C1 1.049
11 H 0.056 1.641 -2.085  C1 1.069
12 H 1.552 2.068 -1.114  C1 1.077
13 H 0.521 0.063 2.812  C4 1.035
14 H 0.531 -2.083 1.937  N5 0.988
15 H -1.034 -2.397 -0.116  C6 1.151
16 H -0.652 -0.341 -1.716  C8 1.032